1.
Formula: C4H11NS
Source: the OMol25 dataset
Level of theory: wB97M-V/def2-TZVPD

```
17
C4H11NS wB97M-V/def2-TZVPD
C 2.593 -0.089 -0.066
C 2.376 1.204 0.198
N 3.122 1.902 1.144
H 3.293 -0.690 0.499
H 2.180 -0.540 -0.958
H 1.566 1.684 -0.341
H 4.098 1.963 0.935
H 2.803 2.818 1.380
C -1.981 -1.506 0.484
C -2.482 -0.441 -0.434
S -3.663 -1.070 -1.696
H -0.956 -1.848 0.385
H -2.655 -2.366 0.500
H -2.051 -1.248 1.548
H -1.658 -0.068 -1.044
H -3.000 0.390 0.032
H -3.586 -0.097 -2.565
```

Summary:
**Spin multiplicity**: 1
**HOMO**: -8.63 eV
**Energy above the lowest of the compared OMol25 structures with the same formula, charge and spin**: 1.350 eV
**Energy**: -16650.444 eV
**SMILES**: C=CN.CCS

natural (NBO) population analysis, charges in e, atoms 1 to 4: number 1, C, carries -0.482; number 2, C, carries -0.006; number 3, N, carries -0.830; number 4, H, carries 0.194

***

2.
Formula: C4H11NS2
Source: the OMol25 dataset
Level of theory: wB97M-V/def2-TZVPD

```
18
C4H11NS2 wB97M-V/def2-TZVPD
C -0.275 1.607 2.305
C -0.106 0.268 1.580
N -0.600 0.339 0.194
C 0.436 -0.107 -0.755
C -0.290 -0.524 -2.068
S 0.683 -1.551 -3.241
S 0.597 -3.408 -2.081
H -1.303 1.901 2.034
H -0.053 1.763 3.356
H 0.237 2.353 1.685
H 1.017 0.147 1.590
H -0.399 -0.571 2.219
H -0.608 1.338 0.012
H 1.140 -0.886 -0.433
H 1.049 0.766 -1.027
H -0.590 0.408 -2.553
H -1.211 -1.089 -1.884
H 0.277 -2.753 -0.934
```

Summary:
**Spin multiplicity**: 1
**HOMO**: -8.39 eV
**Energy above the lowest of the compared OMol25 structures with the same formula, charge and spin**: 1.535 eV
**Energy**: -27485.731 eV
**SMILES**: CCNCCSS

natural (NBO) population analysis, charges in e, atoms 1 to 4: number 1, C, carries -0.625; number 2, C, carries -0.216; number 3, N, carries -0.617; number 4, C, carries -0.244

***

3.
Formula: C4H11NS2
Source: the OMol25 dataset
Level of theory: wB97M-V/def2-TZVPD

```
18
C4H11NS2 wB97M-V/def2-TZVPD
C 0.108 0.151 -2.805
C -0.131 -1.108 -2.394
N -0.977 -1.952 -3.063
H -0.392 0.467 -3.738
H 0.814 0.837 -2.348
H 0.291 -1.520 -1.474
H -1.550 -1.482 -3.772
H -1.421 -2.796 -2.621
C -0.372 -1.806 2.405
C -0.286 -0.275 2.374
S 0.684 0.272 0.935
S 0.327 2.261 0.659
H 0.611 -2.276 2.583
H -0.860 -2.241 1.451
H -1.008 -2.079 3.273
H 0.146 0.234 3.236
H -1.276 0.136 2.155
H -0.617 2.084 -0.288
```

Summary:
**Spin multiplicity**: 1
**HOMO**: -7.97 eV
**Energy above the lowest of the compared OMol25 structures with the same formula, charge and spin**: 1.158 eV
**Energy**: -27486.107 eV
**SMILES**: C=CN.CCSS

natural (NBO) population analysis, charges in e, atoms 1 to 4: number 1, C, carries -0.561; number 2, C, carries 0.021; number 3, N, carries -0.826; number 4, H, carries 0.180

***

4.
Formula: C4H11NS2
Source: the OMol25 dataset
Level of theory: wB97M-V/def2-TZVPD

```
18
C4H11NS2 wB97M-V/def2-TZVPD
C 2.020 -1.211 2.714
S 1.131 -2.365 1.608
S 1.009 -1.401 -0.176
C -0.294 -0.140 0.063
C -0.405 0.737 -1.188
C -1.640 1.607 -1.088
N -0.379 -0.016 -2.442
H 1.308 -0.793 3.422
H 2.596 -0.503 2.136
H 2.682 -1.856 3.283
H 0.044 0.510 0.861
H -1.201 -0.643 0.410
H 0.481 1.375 -1.155
H -2.572 1.055 -1.223
H -1.677 2.033 -0.083
H -1.662 2.447 -1.784
H -0.257 -1.013 -2.339
H -1.184 0.176 -3.018
```

Summary:
**Spin multiplicity**: 1
**HOMO**: -8.67 eV
**Energy above the lowest of the compared OMol25 structures with the same formula, charge and spin**: 0.274 eV
**Energy**: -27486.991 eV
**SMILES**: CSSC[C@H](C)N

natural (NBO) population analysis, charges in e, atoms 1 to 4: number 1, C, carries -0.746; number 2, S, carries 0.079; number 3, S, carries 0.075; number 4, C, carries -0.530

***

5.
Formula: C4H11NS2
Source: the OMol25 dataset
Level of theory: wB97M-V/def2-TZVPD

```
18
C4H11NS2 wB97M-V/def2-TZVPD
C 2.585 -0.853 1.604
N 1.619 0.080 0.846
C 0.244 0.039 1.575
C -0.650 1.274 1.488
C -0.750 1.767 0.060
S -1.440 0.333 -0.888
S -0.331 -1.256 -1.908
H 2.212 -1.119 2.596
H 3.594 -0.368 1.670
H 2.659 -1.867 1.127
H 1.874 -0.102 -0.161
H 0.438 -0.326 2.556
H -0.181 -0.829 1.065
H -1.527 0.922 2.133
H -0.180 2.052 2.106
H -1.476 2.579 -0.126
H 0.239 1.936 -0.358
H 0.764 -2.028 -2.146
```

Summary:
**Spin multiplicity**: 1
**HOMO**: -8.26 eV
**Energy above the lowest of the compared OMol25 structures with the same formula, charge and spin**: 4.103 eV
**Energy**: -27483.163 eV
**SMILES**: CNCCCSS

natural (NBO) population analysis, charges in e, atoms 1 to 4: number 1, C, carries -0.423; number 2, N, carries -0.708; number 3, C, carries -0.214; number 4, C, carries -0.447

***

6.
Formula: C4H11NS2
Source: the OMol25 dataset
Level of theory: wB97M-V/def2-TZVPD

```
18
C4H11NS2 wB97M-V/def2-TZVPD
C 1.628 -0.220 2.479
S 1.857 0.562 0.882
N 0.180 0.470 0.364
S -0.762 1.904 0.834
C -0.062 -0.169 -1.003
C -0.437 0.793 -2.140
C -1.150 -1.237 -0.698
H 1.447 0.461 3.305
H 2.598 -0.693 2.664
H 0.751 -0.908 2.461
H -1.381 1.046 1.668
H 0.833 -0.640 -1.291
H 0.124 0.374 -2.951
H -1.564 0.833 -2.458
H 0.014 1.811 -1.958
H -0.815 -2.112 -0.110
H -1.263 -1.513 -1.754
H -1.999 -0.762 -0.293
```

Summary:
**Spin multiplicity**: 1
**HOMO**: -8.22 eV
**Energy above the lowest of the compared OMol25 structures with the same formula, charge and spin**: 2.228 eV
**Energy**: -27485.038 eV
**SMILES**: CSN(S)C(C)C

natural (NBO) population analysis, charges in e, atoms 1 to 4: number 1, C, carries -0.771; number 2, S, carries 0.382; number 3, N, carries -0.747; number 4, S, carries 0.142

***

7.
Formula: C4H11NS2
Source: the OMol25 dataset
Level of theory: wB97M-V/def2-TZVPD

```
18
C4H11NS2 wB97M-V/def2-TZVPD
S -0.462 -3.550 -0.725
S -1.679 -1.986 0.008
C -0.500 -1.289 1.178
C 0.746 -0.664 0.535
C 0.488 0.451 -0.477
N 0.360 1.765 0.160
C 0.145 2.830 -0.819
H -1.510 -4.376 -0.689
H -0.141 -2.026 1.895
H -1.060 -0.583 1.802
H 1.261 -1.501 0.066
H 1.298 -0.224 1.373
H 1.197 0.419 -1.302
H -0.524 0.261 -0.902
H 0.134 1.428 1.097
H -0.832 2.669 -1.274
H 0.865 2.588 -1.597
H 0.215 3.786 -0.329
```

Summary:
**Spin multiplicity**: 2
**⟨S²⟩**: 0.76
**Net charge**: +1
**HOMO (spin up / spin down)**: -12.16 / -12.02 eV
**Energy above the lowest of the compared OMol25 structures with the same formula, charge and spin**: 1.040 eV
**Energy**: -27477.744 eV

natural (NBO) population analysis, charges in e, atoms 1 to 4: number 1, S, carries -0.123; number 2, S, carries 0.147; number 3, C, carries -0.562; number 4, C, carries -0.445

***

8.
Formula: C4H11O
Source: the OMol25 dataset
Level of theory: wB97M-V/def2-TZVPD

```
16
C4H11O wB97M-V/def2-TZVPD
C -2.638 -0.248 1.080
O -2.338 -0.365 -0.211
H -2.363 0.719 1.595
H -2.159 -1.009 1.764
H -3.726 -0.373 1.355
C 1.447 -1.027 0.052
C 0.582 0.124 -0.464
C 1.391 1.241 -1.136
H 1.675 -0.937 1.118
H 1.061 -2.018 -0.185
H 2.437 -1.005 -0.432
H -0.203 -0.304 -1.086
H -0.029 0.583 0.308
H 1.627 1.046 -2.182
H 2.334 1.366 -0.584
H 0.904 2.207 -0.991
```

Summary:
**Spin multiplicity**: 1
**Net charge**: -1
**HOMO**: -1.98 eV
**Energy above the lowest of the compared OMol25 structures with the same formula, charge and spin**: 0.486 eV
**Energy**: -6372.726 eV

natural (NBO) population analysis, charges in e, atoms 1 to 4: number 1, C, carries -0.182; number 2, O, carries -0.976; number 3, H, carries 0.054; number 4, H, carries 0.055

***

Question: Which of these has the lowest energy above the lowest of the compared OMol25 structures with the same formula, charge and spin?
Answer: number 4

***

Question: Look up the energy of the seventh one.
Answer: -27477.744 eV

***

Question: Which value of spin multiplicity does entry 4 give?
Answer: 1

***

Question: The lowest energy above the lowest of the compared OMol25 structures with the same formula, charge and spin belongs to which entry?
Answer: number 4